Here is C28H46BrCoN3P2 as an isolated structure in a non-equilibrium geometry from OMol25. Energies are from ωB97M-V/def2-TZVPD.

Computed properties:
Expectation value of S² = 4.0948
Net charge = +2
LUMO (alpha / beta) = -5.93 / -8.82 eV
Total energy = -160478.414 eV
E_HOMO (alpha / beta) = -11.765 / -12.780 eV
Strongest force on any atom = 0.1303 hartree/bohr
Spin multiplicity = 4
Energy relative to the best compared isomer or geometry (same formula, charge and spin) = 83.1 kcal/mol
M = 625.5 g/mol

Each line ends with the Löwdin charge.
CARTESIAN COORDINATES (ANGSTROEM)
N (0.63, -6.52, -4.62)  0.063
C (-0.45, -6.38, -3.84)  -0.124
C (-0.51, -5.46, -2.78)  -0.013
C (0.56, -4.54, -2.55)  -0.199
C (1.72, -4.77, -3.35)  -0.006
C (1.71, -5.75, -4.36)  -0.120
C (0.36, -3.50, -1.56)  -0.029
Co (0.16, -0.71, -0.21)  0.240
P (-0.89, 4.07, 0.00)  1.198
C (0.92, -2.21, -1.48)  -0.129
C (-0.02, -1.17, -2.02)  -0.344
C (0.45, -0.02, -2.73)  -0.039
C (-0.45, 0.64, -3.60)  -0.093
C (-1.84, 0.32, -3.48)  -0.742
C (-2.27, -0.23, -2.25)  -0.128
C (-1.45, -1.18, -1.59)  -0.087
Br (-3.04, 0.34, -4.89)  0.851
H (-0.44, -3.73, -0.86)  0.110
H (2.01, -2.05, -1.49)  0.111
H (-1.42, -5.41, -2.19)  0.105
H (2.61, -4.17, -3.21)  0.107
H (-1.31, -7.03, -4.09)  0.120
H (2.59, -5.91, -5.00)  0.117
H (1.54, 0.13, -2.77)  0.105
H (-1.99, -2.02, -1.13)  0.134
H (-0.10, 1.37, -4.36)  0.123
H (-3.28, -0.09, -1.88)  0.107
P (1.65, -0.51, 1.37)  0.944
C (-2.24, 3.83, -1.19)  -0.346
C (-2.58, 5.18, -1.87)  -0.130
H (-3.13, 3.49, -0.64)  0.099
H (-1.97, 3.06, -1.93)  0.086
H (-3.52, 5.10, -2.44)  0.089
H (-2.73, 5.96, -1.10)  0.080
H (-1.80, 5.52, -2.57)  0.083
C (0.68, 3.74, -0.83)  -0.349
C (1.48, 5.06, -0.90)  -0.125
H (0.45, 3.33, -1.83)  0.098
H (1.28, 2.99, -0.29)  0.043
H (2.31, 4.95, -1.60)  0.089
H (0.84, 5.89, -1.24)  0.074
H (1.90, 5.32, 0.07)  0.087
C (-1.12, 3.04, 1.49)  -0.363
C (-1.53, 4.03, 2.60)  -0.142
H (-0.19, 2.48, 1.75)  0.079
H (-1.91, 2.29, 1.28)  0.069
H (-1.21, 3.69, 3.59)  0.079
H (-1.09, 5.02, 2.43)  0.067
H (-2.62, 4.16, 2.63)  0.088
C (1.39, -0.02, 3.13)  -0.357
C (2.57, -0.46, 4.00)  -0.133
H (0.43, -0.48, 3.44)  0.063
H (1.25, 1.08, 3.19)  0.077
H (2.47, -1.51, 4.27)  0.075
H (3.53, -0.30, 3.49)  0.077
H (2.60, 0.12, 4.93)  0.085
C (2.42, 1.00, 0.63)  -0.383
C (3.32, 0.68, -0.55)  -0.121
H (2.94, 1.56, 1.41)  0.093
H (1.55, 1.60, 0.31)  0.014
H (3.98, -0.19, -0.34)  0.083
H (2.72, 0.47, -1.44)  0.035
H (3.97, 1.54, -0.78)  0.089
C (2.66, -2.02, 1.39)  -0.379
C (1.88, -3.24, 1.89)  -0.123
H (3.58, -1.87, 1.97)  0.081
H (3.03, -2.16, 0.36)  0.066
H (2.32, -4.13, 1.45)  0.085
H (1.90, -3.38, 2.98)  0.075
H (0.82, -3.23, 1.62)  0.056
C (-3.32, -1.80, 3.53)  -0.004
N (-2.41, -0.71, 3.14)  -0.167
C (-2.66, 0.63, 3.74)  0.000
C (-1.72, -0.81, 2.05)  -0.183
N (-1.06, -0.71, 1.07)  0.084
H (-3.96, -1.45, 4.35)  0.094
H (-2.75, -2.68, 3.87)  0.104
H (-3.95, -2.10, 2.69)  0.101
H (-1.76, 1.05, 4.22)  0.095
H (-3.04, 1.35, 2.98)  0.084
H (-3.44, 0.52, 4.51)  0.099

Here is C28H46BrN3P2SW as an isolated structure in a non-equilibrium geometry from OMol25. Energies are from ωB97M-V/def2-TZVPD.

Computed properties:
Expectation value of S² = 2.0486
Net charge = +4
LUMO (alpha / beta) = -13.52 / -15.22 eV
Total energy = -135484.768 eV
E_HOMO (alpha / beta) = -18.954 / -17.350 eV
Strongest force on any atom = 0.0773 hartree/bohr
Spin multiplicity = 3
Energy relative to the best compared isomer or geometry (same formula, charge and spin) = 71.3 kcal/mol
M = 782.5 g/mol

Each line ends with the Löwdin charge.
CARTESIAN COORDINATES (ANGSTROEM)
C (0.57, -1.38, 5.41)  0.049
C (0.27, -1.86, 4.12)  -0.202
C (-0.60, -2.97, 4.02)  0.030
C (-1.10, -3.54, 5.20)  -0.017
N (-0.79, -3.09, 6.41)  0.259
C (0.02, -2.03, 6.52)  -0.010
C (0.91, -1.29, 2.96)  0.073
C (1.77, -1.02, 2.12)  0.096
C (2.71, -0.94, 1.02)  -0.197
C (3.57, 0.17, 0.86)  -0.049
C (4.74, 0.06, 0.04)  -0.174
C (4.83, -1.03, -0.78)  -0.137
C (3.83, -2.03, -0.90)  -0.200
C (2.67, -1.84, -0.09)  -0.048
W (3.34, -0.14, -1.80)  0.883
P (-0.94, 0.87, 0.55)  0.971
H (-0.87, -3.37, 3.04)  0.136
H (1.22, -0.51, 5.54)  0.145
H (-1.78, -4.39, 5.14)  0.157
H (0.26, -1.69, 7.53)  0.160
H (1.81, -2.54, -0.16)  0.155
H (3.43, 1.06, 1.48)  0.151
H (3.91, -2.83, -1.63)  0.144
H (5.55, 0.77, 0.11)  0.116
C (-2.14, 2.08, -0.17)  -0.400
C (-3.52, 2.19, 0.45)  -0.119
H (-2.22, 1.78, -1.23)  0.059
H (-1.63, 3.06, -0.16)  0.083
H (-4.10, 2.93, -0.11)  0.101
H (-4.07, 1.25, 0.42)  0.076
H (-3.49, 2.54, 1.49)  0.069
C (-1.94, -0.53, 1.22)  -0.399
C (-2.56, -0.39, 2.60)  -0.124
H (-1.24, -1.37, 1.23)  0.047
H (-2.71, -0.76, 0.47)  0.067
H (-3.11, -1.31, 2.84)  0.095
H (-1.80, -0.27, 3.38)  0.058
H (-3.28, 0.43, 2.67)  0.076
C (-0.23, 1.79, 1.98)  -0.401
C (-1.13, 2.65, 2.86)  -0.111
H (0.56, 2.43, 1.54)  0.038
H (0.31, 1.03, 2.57)  0.040
H (-0.54, 3.08, 3.68)  0.095
H (-1.58, 3.48, 2.31)  0.080
H (-1.94, 2.08, 3.34)  0.067
Br (2.73, -0.53, -4.05)  0.311
P (-1.47, -1.14, -2.79)  1.138
C (-3.28, -1.29, -2.41)  -0.392
C (-4.34, -1.48, -3.50)  -0.098
H (-3.51, -0.36, -1.87)  0.060
H (-3.36, -2.10, -1.68)  0.082
H (-5.33, -1.49, -3.03)  0.106
H (-4.34, -0.68, -4.24)  0.083
H (-4.24, -2.44, -4.03)  0.083
C (-1.35, -0.77, -4.60)  -0.371
C (-1.00, -1.88, -5.59)  -0.114
H (-0.57, 0.00, -4.64)  0.062
H (-2.30, -0.30, -4.89)  0.087
H (-0.70, -1.43, -6.55)  0.105
H (-0.18, -2.52, -5.26)  0.069
H (-1.87, -2.52, -5.80)  0.084
C (-0.94, -2.92, -2.67)  -0.398
C (-1.85, -4.02, -3.21)  -0.099
H (-0.82, -3.08, -1.58)  0.069
H (0.06, -2.98, -3.12)  0.068
H (-1.41, -4.99, -2.93)  0.105
H (-2.86, -3.98, -2.79)  0.077
H (-1.94, -4.02, -4.31)  0.076
C (5.06, 3.52, -0.34)  -0.036
N (3.94, 3.07, -1.17)  -0.036
C (2.67, 2.99, -0.71)  -0.606
S (1.83, 1.44, -1.10)  0.608
N (2.08, 3.97, -0.02)  0.021
C (2.66, 5.31, 0.17)  -0.005
H (4.77, 3.65, 0.71)  0.105
H (5.47, 4.47, -0.73)  0.116
H (5.84, 2.76, -0.40)  0.090
H (4.19, 2.30, -1.83)  0.096
H (1.08, 3.84, 0.17)  0.130
H (1.84, 6.03, 0.19)  0.115
H (3.19, 5.36, 1.13)  0.110
H (3.33, 5.57, -0.65)  0.109

Here is a 6-piece molecular cluster, C28H46FNO10 overall in a non-equilibrium geometry from OMol25. Energies are from ωB97M-V/def2-TZVPD.

Computed properties:
SMILES string = O=C(F)COC(=O)OCCCNCc1ccccc1O.CC(C)=O.CC(C)=O.CC(C)=O.CC(C)=O.CC(C)=O
LUMO = 0.31 eV
Total energy = -54463.537 eV
E_HOMO = -8.596 eV
Strongest force on any atom = 0.0422 hartree/bohr
M = 575.7 g/mol

Each line ends with the Löwdin charge.
CARTESIAN COORDINATES (ANGSTROEM)
O (-2.42, 1.66, 2.91)  0.169
C (-2.05, 0.52, 2.88)  -0.367
F (-1.40, 0.00, 3.96)  0.081
C (-2.26, -0.35, 1.61)  -0.060
O (-1.06, -0.26, 0.86)  0.052
C (-1.10, -1.01, -0.27)  -0.571
O (-1.89, -1.90, -0.42)  0.154
O (-0.16, -0.65, -1.17)  0.023
C (-0.88, -0.10, -2.31)  -0.158
C (0.07, 0.43, -3.40)  -0.118
C (-0.37, 1.84, -3.90)  -0.222
N (-1.11, 1.86, -5.15)  -0.059
C (-2.46, 1.27, -5.08)  -0.144
C (-2.54, 0.10, -6.07)  -0.168
C (-2.63, -1.19, -5.62)  -0.053
C (-2.68, -2.25, -6.51)  -0.081
C (-2.64, -1.95, -7.85)  -0.107
C (-2.57, -0.66, -8.30)  -0.021
C (-2.52, 0.40, -7.43)  -0.298
O (-2.47, 1.67, -7.90)  0.067
H (-3.11, 0.09, 1.08)  0.147
H (-2.49, -1.36, 1.96)  0.139
H (-1.48, -0.91, -2.74)  0.109
H (-1.57, 0.69, -2.00)  0.126
H (1.08, 0.50, -2.98)  0.114
H (0.13, -0.30, -4.22)  0.114
H (-0.86, 2.41, -3.11)  0.117
H (0.57, 2.38, -4.10)  0.111
H (-0.58, 1.47, -5.91)  0.107
H (-2.75, 0.95, -4.07)  0.114
H (-3.19, 2.01, -5.44)  0.108
H (-2.67, -1.43, -4.56)  0.104
H (-2.73, -3.27, -6.16)  0.108
H (-2.68, -2.79, -8.54)  0.102
H (-2.54, -0.52, -9.38)  0.127
H (-2.83, 2.29, -7.25)  0.094
C (1.98, -2.18, 5.58)  -0.023
C (2.09, -2.83, 4.22)  -0.504
O (2.87, -3.73, 4.01)  0.072
C (1.18, -2.30, 3.14)  -0.026
H (2.69, -2.65, 6.26)  0.082
H (2.22, -1.11, 5.51)  0.082
H (0.98, -2.30, 5.98)  0.086
H (1.39, -1.24, 2.96)  0.087
H (0.14, -2.43, 3.43)  0.081
H (1.36, -2.86, 2.22)  0.070
C (1.28, -1.58, -8.21)  -0.011
C (0.91, -2.81, -9.00)  -0.491
O (-0.24, -3.17, -9.10)  0.067
C (2.04, -3.58, -9.65)  -0.023
H (0.38, -1.13, -7.81)  0.066
H (1.95, -1.85, -7.39)  0.088
H (1.77, -0.86, -8.87)  0.088
H (2.73, -3.94, -8.89)  0.086
H (2.56, -2.95, -10.36)  0.085
H (1.63, -4.44, -10.18)  0.081
C (-0.60, 1.34, 6.67)  -0.018
C (-1.23, 1.62, 8.02)  -0.495
O (-0.83, 1.08, 9.02)  0.052
C (-2.36, 2.61, 8.04)  -0.031
H (0.20, 0.61, 6.80)  0.074
H (-1.34, 0.92, 6.00)  0.059
H (-0.18, 2.25, 6.26)  0.092
H (-3.18, 2.24, 7.42)  0.086
H (-2.03, 3.58, 7.68)  0.080
H (-2.72, 2.72, 9.06)  0.077
C (2.81, -2.43, -0.61)  -0.027
C (3.98, -1.97, -1.45)  -0.506
O (4.01, -2.16, -2.64)  0.065
C (5.10, -1.26, -0.73)  -0.024
H (2.08, -2.92, -1.24)  0.084
H (3.16, -3.15, 0.15)  0.086
H (2.34, -1.58, -0.12)  0.075
H (5.54, -1.92, 0.02)  0.086
H (4.72, -0.36, -0.25)  0.084
H (5.87, -0.98, -1.45)  0.080
C (0.87, 3.55, 10.58)  -0.012
C (-0.01, 4.75, 10.37)  -0.488
O (-1.12, 4.65, 9.89)  0.064
C (0.55, 6.09, 10.77)  -0.026
H (0.35, 2.65, 10.25)  0.056
H (1.79, 3.65, 10.01)  0.089
H (1.11, 3.45, 11.64)  0.089
H (1.45, 6.31, 10.20)  0.084
H (0.77, 6.10, 11.84)  0.084
H (-0.19, 6.87, 10.56)  0.080

Here is C28H46GeN5O4RhS2Se as an isolated structure in a non-equilibrium geometry from OMol25. Energies are from ωB97M-V/def2-TZVPD.

Computed properties:
Expectation value of S² = 6.0133
LUMO (alpha / beta) = 0.23 / -0.93 eV
Total energy = -191961.486 eV
E_HOMO (alpha / beta) = -7.502 / -8.088 eV
Strongest force on any atom = 0.0578 hartree/bohr
Spin multiplicity = 5
Energy relative to the best compared isomer or geometry (same formula, charge and spin) = 25.8 kcal/mol
M = 835.3 g/mol

Each line ends with the Löwdin charge.
CARTESIAN COORDINATES (ANGSTROEM)
Rh (1.58, -1.14, -0.60)  0.836
C (-1.50, 0.98, 5.69)  -0.045
C (-2.10, 1.40, 4.34)  -0.555
C (-3.53, 0.77, 4.11)  -0.010
C (-2.19, 2.88, 4.30)  -0.071
C (-1.14, 0.89, 3.29)  -0.148
C (-0.99, -0.49, 3.12)  -0.024
C (-0.22, -1.00, 2.14)  -0.101
N (0.36, -0.18, 1.23)  0.069
C (0.31, 1.11, 1.41)  -0.212
C (-0.44, 1.71, 2.42)  0.063
C (1.03, 1.96, 0.40)  -0.256
C (2.18, 2.63, 0.68)  0.003
C (2.83, 3.38, -0.31)  -0.152
C (2.21, 3.39, -1.57)  0.002
C (1.00, 2.71, -1.77)  -0.100
N (0.44, 1.90, -0.81)  0.092
C (4.02, 4.24, 0.05)  -0.597
C (3.64, 5.33, 1.02)  -0.045
C (5.03, 3.33, 0.83)  -0.035
C (4.73, 4.81, -1.12)  -0.061
H (-2.12, 1.23, 6.61)  0.112
H (-0.50, 1.38, 5.72)  0.083
H (-1.30, -0.09, 5.74)  0.072
H (-4.21, 0.90, 4.95)  0.084
H (-3.45, -0.27, 3.91)  0.052
H (-4.03, 1.22, 3.25)  0.089
H (-2.83, 3.32, 5.10)  0.102
H (-2.77, 2.99, 3.36)  0.099
H (-1.27, 3.44, 4.23)  0.081
H (-1.43, -1.12, 3.90)  0.115
H (-0.04, -2.04, 2.02)  0.068
H (-0.38, 2.76, 2.47)  0.108
H (2.56, 2.68, 1.66)  0.106
H (2.64, 3.96, -2.41)  0.111
H (0.48, 2.66, -2.75)  0.119
H (3.13, 4.94, 1.90)  0.081
H (3.06, 6.09, 0.47)  0.098
H (4.61, 5.80, 1.35)  0.108
H (4.58, 2.88, 1.74)  0.086
H (5.87, 3.94, 1.09)  0.068
H (5.30, 2.53, 0.07)  0.103
H (4.35, 5.73, -1.50)  0.081
H (4.75, 4.10, -1.91)  0.071
H (5.72, 5.10, -0.71)  0.105
O (-0.53, -5.12, -0.54)  -0.340
S (-0.40, -3.73, -1.00)  0.255
O (0.79, -3.11, -0.39)  -0.480
O (-1.58, -2.81, -0.58)  -0.525
O (-0.45, -3.61, -2.42)  -0.328
C (-4.96, -2.59, -1.26)  -0.232
Ge (-4.60, -4.53, -1.18)  0.785
C (-3.63, -5.31, -2.71)  -0.201
C (-6.28, -5.44, -0.90)  -0.242
C (-3.44, -4.78, 0.43)  -0.540
Se (-2.90, -3.14, 1.27)  1.129
C (-1.57, -3.96, 2.49)  -0.312
H (-4.35, -1.86, -0.71)  -0.013
H (-6.01, -2.33, -1.20)  0.010
H (-4.64, -2.36, -2.30)  0.026
H (-3.00, -4.48, -3.14)  0.030
H (-4.36, -5.53, -3.51)  0.017
H (-3.00, -6.16, -2.44)  0.029
H (-6.76, -5.82, -1.86)  0.040
H (-7.04, -4.83, -0.44)  0.005
H (-6.14, -6.41, -0.37)  0.027
H (-2.56, -5.36, 0.17)  0.013
H (-4.10, -5.22, 1.13)  -0.007
H (-1.85, -5.04, 2.53)  0.048
H (-1.77, -3.54, 3.47)  0.008
H (-0.49, -3.90, 2.20)  0.049
C (1.75, 0.42, -5.38)  -0.035
C (2.97, 0.47, -4.54)  -0.327
C (4.11, 1.22, -4.99)  -0.001
C (5.21, 1.18, -4.15)  -0.143
N (5.10, 0.74, -2.91)  0.052
C (3.97, 0.12, -2.58)  -0.749
S (3.69, -0.25, -0.82)  0.536
N (2.96, -0.08, -3.37)  0.048
H (1.97, -0.09, -6.31)  0.081
H (1.47, 1.48, -5.70)  0.110
H (0.85, -0.06, -5.00)  0.070
H (4.13, 1.79, -5.88)  0.091
H (6.24, 1.54, -4.29)  0.118
N (0.38, -0.64, -2.33)  0.016
H (-0.01, 0.22, -2.08)  -0.012
H (-0.30, -1.39, -2.50)  0.038
H (1.14, -0.50, -3.00)  0.000

Here is C28H46N8PS4Y as an isolated structure in a non-equilibrium geometry from OMol25. Energies are from ωB97M-V/def2-TZVPD.

Computed properties:
Net charge = +4
LUMO = -11.98 eV
Total energy = -95343.153 eV
E_HOMO = -18.758 eV
Strongest force on any atom = 0.0484 hartree/bohr
Energy relative to the best compared isomer or geometry (same formula, charge and spin) = 24.0 kcal/mol
M = 742.9 g/mol

Each line ends with the Löwdin charge.
CARTESIAN COORDINATES (ANGSTROEM)
Y (0.57, 0.14, 0.35)  1.084
C (1.77, 3.87, 0.74)  -0.490
C (3.02, 3.43, -0.01)  -0.454
S (2.86, 1.82, -0.90)  0.792
C (4.38, 0.94, -0.38)  -0.481
C (4.59, 0.73, 1.11)  -0.449
S (3.18, -0.07, 1.98)  0.811
C (2.85, 1.04, 3.40)  -0.473
C (2.50, 2.48, 3.09)  -0.445
S (1.06, 2.71, 1.97)  0.823
H (2.00, 4.80, 1.28)  0.109
H (0.95, 4.06, 0.05)  0.039
H (3.25, 4.18, -0.77)  0.097
H (3.88, 3.35, 0.64)  0.074
H (4.30, -0.02, -0.90)  0.072
H (5.22, 1.48, -0.79)  0.107
H (5.45, 0.07, 1.24)  0.102
H (4.81, 1.66, 1.63)  0.081
H (2.02, 0.56, 3.92)  0.064
H (3.73, 1.02, 4.04)  0.110
H (2.23, 2.98, 4.03)  0.108
H (3.34, 3.02, 2.66)  0.077
C (-5.30, -0.34, -0.36)  -0.005
C (-4.89, -1.32, -1.26)  -0.017
C (-3.54, -1.57, -1.42)  0.007
C (-2.59, -0.83, -0.69)  -0.325
C (-3.02, 0.20, 0.17)  -0.075
C (-4.37, 0.42, 0.34)  -0.045
N (-1.24, -1.11, -0.76)  -0.047
N (-0.95, -2.22, -1.32)  0.115
C (0.33, -2.71, -1.29)  -0.325
C (0.52, -3.95, -1.92)  0.058
C (1.76, -4.56, -1.84)  0.024
C (2.75, -3.92, -1.10)  0.011
C (2.48, -2.69, -0.51)  -0.115
N (1.31, -2.07, -0.60)  0.019
H (-6.36, -0.18, -0.20)  0.132
H (-5.62, -1.89, -1.82)  0.132
H (-3.19, -2.33, -2.11)  0.120
H (-2.28, 0.75, 0.76)  0.081
H (-4.72, 1.17, 1.03)  0.126
H (-0.31, -4.40, -2.44)  0.138
H (1.94, -5.51, -2.32)  0.142
H (3.73, -4.37, -0.99)  0.133
H (3.23, -2.20, 0.10)  0.089
C (-1.93, 3.32, -4.71)  -0.086
N (-1.02, 4.23, -3.90)  -0.058
C (-1.92, 5.08, -3.00)  -0.083
N (-2.74, 4.26, -2.20)  -0.148
C (-3.58, 3.40, -3.02)  -0.121
N (-2.75, 2.55, -3.85)  -0.145
C (-2.06, 1.54, -3.10)  -0.293
P (-0.86, 2.27, -1.83)  1.010
C (-0.06, 3.43, -3.10)  -0.248
C (-2.06, 3.55, -1.15)  -0.297
H (-1.31, 2.68, -5.35)  0.158
H (-2.56, 3.95, -5.35)  0.164
H (-0.51, 4.85, -4.53)  0.201
H (-2.55, 5.71, -3.65)  0.164
H (-1.29, 5.73, -2.38)  0.158
H (-4.23, 4.02, -3.65)  0.157
H (-4.22, 2.78, -2.38)  0.147
H (-1.50, 0.89, -3.78)  0.110
H (-2.81, 0.92, -2.59)  0.082
H (0.54, 2.82, -3.78)  0.113
H (0.61, 4.12, -2.58)  0.098
H (-1.52, 4.27, -0.52)  0.099
H (-2.81, 3.06, -0.52)  0.093
C (2.25, -4.61, 4.70)  -0.048
C (2.50, -3.80, 3.43)  -0.216
N (1.61, -2.65, 3.28)  -0.008
C (0.39, -2.66, 2.77)  -0.730
S (-0.41, -1.11, 2.60)  0.626
N (-0.20, -3.78, 2.40)  0.047
C (-1.52, -3.94, 1.84)  -0.249
C (-2.43, -4.68, 2.82)  -0.045
H (3.02, -5.37, 4.78)  0.096
H (1.29, -5.10, 4.70)  0.076
H (2.32, -3.97, 5.58)  0.092
H (2.40, -4.43, 2.54)  0.118
H (3.51, -3.40, 3.45)  0.125
H (1.89, -1.82, 3.78)  0.099
H (0.22, -4.65, 2.72)  0.151
H (-1.42, -4.52, 0.91)  0.121
H (-1.93, -2.95, 1.61)  0.067
H (-2.01, -5.66, 3.06)  0.090
H (-3.40, -4.84, 2.37)  0.092
H (-2.56, -4.11, 3.73)  0.090